C26H32N6O3 | ωB97M-V with the def2-TZVPD basis set

Computed properties:
SMILES string: Cc1ccc2[nH]c(=O)c([C@@H](c3nnnn3C(C)(C)C)N(Cc3ccco3)C[C@H]3CCCO3)cc2c1
Energy above the lowest of the compared OMol25 structures with the same formula, charge and spin in kcal per mole: 9.3
2S+1: 1
HOMO-LUMO gap in hartree: 0.3061

XYZ file:
```
67
Properties=species:S:1:pos:R:3:forces:R:3
O -0.68112 2.20816 -2.19180 0.16 0.06 -0.21
O 3.43937 -1.41233 0.74246 0.08 0.03 0.26
O -1.84587 -1.17255 -2.05515 0.33 0.19 -0.32
N 0.98265 -0.83589 -0.24191 -0.07 0.04 0.01
N 2.58957 2.73586 1.78506 0.90 0.70 -0.20
N 2.36346 2.19737 0.58693 -1.04 -0.79 0.60
N 0.90526 1.44286 1.98621 -0.50 -0.38 -0.51
N -2.73499 1.93451 -1.31468 -0.07 0.23 -0.35
N 1.72922 2.28111 2.59422 -0.10 0.14 0.93
C 2.37710 -2.12375 1.36381 -0.37 -0.10 0.28
C 1.29258 1.37955 0.72810 0.49 0.46 0.07
C 4.01598 -2.22125 -0.26186 0.14 -0.18 -0.15
C 4.43343 3.25192 -0.02689 -0.11 0.00 0.01
C -4.98954 1.68533 -0.49378 0.02 0.01 -0.02
C 3.59214 1.28444 -1.32044 -0.05 0.03 0.11
C -3.10397 -1.56989 -1.80655 -0.62 -0.50 0.40
C 2.38590 3.51373 -1.45042 0.03 -0.11 0.11
C -5.37649 0.38558 1.50976 0.07 -0.07 0.07
C -3.11791 -2.56523 -0.88251 -0.18 0.37 -0.37
C -3.61935 1.43755 -0.39638 -0.12 -0.35 0.65
C 1.00227 -1.46669 1.06223 0.48 0.00 0.14
C -1.72097 0.40294 0.71528 0.38 0.19 -0.39
C -1.02347 -1.91370 -1.27920 0.20 -0.75 0.42
C -1.38233 1.70858 -1.32263 -0.24 0.04 0.07
C -0.88449 0.86576 -0.23846 -0.09 -0.04 0.18
C 0.44929 -1.62856 -1.33576 -0.13 0.10 -0.05
C 0.60263 0.56806 -0.31298 -0.07 -0.02 -0.22
C -1.76238 -2.79392 -0.54108 0.42 0.28 -0.31
C 3.18345 2.55243 -0.56409 0.51 0.42 -0.62
C -5.84791 1.16363 0.44539 0.20 -0.02 -0.04
C 3.86322 -3.65515 0.23935 -0.01 0.21 0.00
C -6.34396 -0.16156 2.51408 -0.03 0.03 -0.02
C 2.49038 -3.59292 0.90732 0.14 0.15 -0.02
C -4.02307 0.14450 1.60618 -0.11 0.18 -0.20
C -3.12464 0.65760 0.66389 -0.37 0.29 -0.26
H 0.92069 0.92234 -1.29965 -0.09 0.00 0.20
H -1.34498 -0.18850 1.53474 0.09 -0.09 0.09
H 4.52428 1.46298 -1.85034 0.06 0.07 -0.09
H -5.36574 2.28583 -1.30960 -0.05 0.07 -0.09
H 5.05479 -1.90844 -0.38338 -0.06 -0.02 -0.06
H 5.05542 3.57416 -0.85777 -0.01 -0.04 -0.15
H 0.64836 -1.08961 -2.26687 0.06 -0.11 -0.04
H -3.63230 -0.45184 2.41746 0.04 -0.09 0.12
H 1.44740 3.07497 -1.78328 -0.05 -0.06 -0.03
H 5.00311 2.57155 0.60092 0.10 -0.02 0.07
H -6.85987 0.65138 3.02358 -0.07 -0.01 0.09
H 2.16134 4.42779 -0.90390 0.00 0.09 0.05
H 3.48484 -2.08441 -1.21489 0.03 0.02 0.01
H 0.99688 -2.57342 -1.36092 -0.08 0.07 -0.11
H 3.91713 -4.38770 -0.56275 0.04 -0.06 -0.02
H -3.08988 2.51248 -2.06789 0.17 -0.09 0.10
H 4.16189 4.11845 0.56908 0.07 0.04 0.00
H 0.21911 -2.22612 1.16699 -0.04 0.04 0.06
H 1.70534 -3.83316 0.19106 -0.05 -0.07 0.00
H 2.54664 -2.05185 2.44651 -0.05 -0.04 -0.13
H 4.63604 -3.87458 0.97647 0.04 -0.02 -0.03
H 2.84406 0.99323 -2.05156 -0.09 -0.08 -0.09
H -6.90779 1.35595 0.36472 -0.12 0.04 -0.03
H -3.89067 -1.08073 -2.34550 -0.05 0.14 -0.12
H 2.40470 -4.27755 1.74876 -0.07 -0.04 -0.01
H -3.97584 -3.07339 -0.49330 -0.24 -0.06 0.03
H 3.73716 0.46367 -0.62253 0.03 -0.06 0.02
H -7.09689 -0.77522 2.02127 -0.08 -0.07 0.04
H 0.83410 -0.70159 1.82053 -0.08 -0.24 -0.06
H -1.39744 -3.52888 0.14774 0.17 -0.12 0.12
H 2.97501 3.77072 -2.32677 0.09 0.03 -0.10
H -5.83230 -0.76668 3.25739 -0.02 -0.06 0.08
```
Forces are in eV/Å.

---

C26H32N9O2Pt | ωB97M-V with the def2-TZVPD basis set

Computed properties:
<S²>: 2.023
2S+1: 3
HOMO-LUMO gap (alpha / beta) in hartree: 0.2364 / 0.2245
Net charge: +1

XYZ file:
```
70
Properties=species:S:1:pos:R:3:forces:R:3
Pt -0.25209 -0.05483 0.06699 -0.29 -0.26 0.06
O 0.91876 -2.09835 0.32248 0.23 0.23 0.40
O 2.51294 -3.61385 0.01144 0.26 -0.05 0.31
N 3.30905 -0.98761 4.29732 -0.12 -0.23 -0.11
N -3.02307 -1.48869 -0.38859 0.06 0.10 -0.14
N -1.84050 1.19603 0.02560 0.04 0.16 -0.05
N -1.70240 -1.55945 -0.65530 0.07 -0.18 0.18
N 1.43437 -2.22145 3.68335 -0.36 -0.06 -0.67
N 0.77339 1.76091 0.88421 0.28 -0.02 -0.11
N 2.27622 -0.15501 -0.94439 0.14 0.12 -0.29
N 3.43451 -2.60525 2.64173 -0.17 -0.05 -0.61
N 0.45803 2.99878 0.46010 -0.07 -0.11 0.15
C -3.67787 -2.50852 -1.00036 -0.05 0.03 0.00
C -1.33078 6.07729 -2.91215 0.00 0.01 -0.01
C -2.76035 2.89702 -1.42397 0.02 0.02 -0.03
C -5.00088 1.41136 1.91456 0.01 0.00 -0.01
C 4.67920 -1.06093 1.00541 -0.26 -0.12 0.03
C 2.73093 -1.94208 3.53514 0.34 0.22 0.05
C -6.73897 -0.29739 2.57708 -0.01 0.00 0.01
C 2.88443 -1.48349 -0.93949 0.21 0.13 0.20
C -1.73914 2.45464 -0.57289 0.02 -0.03 0.06
C -2.65001 4.06144 -2.15286 -0.01 -0.02 0.01
C 4.71387 -2.17508 2.07839 0.19 0.04 -0.17
C -1.50184 4.84424 -2.07177 0.06 0.01 0.03
C 2.14981 3.25018 1.84836 0.02 -0.03 0.03
C -3.60540 -0.48120 0.42750 -0.05 0.00 0.03
C -0.49205 4.42669 -1.21672 -0.04 0.01 -0.05
C 2.03640 -2.48190 -0.15095 -0.31 -0.06 0.49
C 4.35218 -1.47921 -0.44897 -0.04 -0.03 -0.01
C -5.49482 0.11194 1.84127 0.00 -0.03 -0.02
C -3.08751 0.82096 0.53589 0.00 -0.07 -0.04
C -3.82532 1.75075 1.28001 0.01 -0.04 0.01
C -1.52478 -2.62874 -1.40945 0.00 0.03 -0.01
C 1.79735 1.90094 1.71145 -0.12 0.09 0.05
C -2.74852 -3.26527 -1.66186 0.00 0.01 -0.01
C -4.77996 -0.81287 1.09435 0.00 0.03 0.02
C 1.26680 3.91872 1.04080 -0.05 0.04 -0.01
C -0.59954 3.26748 -0.45785 -0.02 0.05 -0.05
H 4.77974 -2.46729 -0.61664 -0.06 -0.05 -0.07
H -2.29342 6.51822 -3.16609 0.00 0.00 0.01
H 0.89007 -1.67472 4.32989 -0.05 -0.07 -0.04
H 2.94299 -3.29432 2.06443 -0.09 0.16 -0.09
H 5.69176 -0.64952 0.99777 -0.02 -0.01 -0.01
H -7.39622 0.55469 2.74361 0.00 0.00 -0.01
H -5.53340 2.15984 2.48772 -0.01 0.00 0.00
H -3.45718 4.35626 -2.81151 0.00 0.01 0.00
H 4.30972 -0.98695 4.39721 0.00 0.01 0.01
H 5.37204 -1.87926 2.89759 0.02 0.03 -0.03
H -0.82183 5.83577 -3.84745 0.00 0.00 -0.01
H 4.03874 -0.23903 1.34297 -0.05 -0.01 0.04
H 2.90668 -1.86815 -1.96189 0.03 0.00 0.00
H 2.21187 1.03058 2.18951 0.05 -0.08 0.01
H 2.78628 -0.59433 5.06097 0.00 0.02 0.00
H -7.29451 -1.05536 2.02608 0.00 0.00 0.00
H 2.18541 0.22120 -1.87814 0.07 -0.02 -0.04
H 5.15527 -3.07234 1.64748 0.03 0.00 0.00
H -0.73515 6.83018 -2.39714 0.00 0.00 0.00
H -0.53143 -2.89296 -1.72793 0.00 -0.02 0.03
H 1.13484 4.97068 0.86373 0.01 0.00 0.00
H -3.64160 2.27731 -1.52335 0.00 0.01 0.00
H 0.96126 -2.52331 2.82186 0.04 0.08 0.41
H 2.91992 3.68051 2.46326 0.00 0.00 0.00
H 2.81750 0.51311 -0.41000 -0.04 0.01 0.03
H -5.14264 -1.83074 1.03825 0.00 -0.01 0.01
H -4.74748 -2.59933 -0.94125 0.00 -0.01 -0.01
H 0.41231 5.01754 -1.15372 0.01 0.00 -0.01
H -2.92712 -4.14386 -2.25502 0.00 0.00 0.00
H 4.87665 -0.79166 -1.11659 0.09 0.00 0.05
H -3.43334 2.75560 1.36790 -0.01 0.00 0.00
H -6.48888 -0.71663 3.55374 0.00 0.00 0.00
```
Forces are in eV/Å.

---

C26H32NO6Ti | ωB97M-V with the def2-TZVPD basis set

Computed properties:
Energy above the lowest of the compared OMol25 structures with the same formula, charge and spin in kcal per mole: 0.0
2S+1: 1
HOMO-LUMO gap in hartree: 0.3024
Net charge: +1

XYZ file:
```
66
Properties=species:S:1:pos:R:3:forces:R:3
Ti 0.20290 -0.65608 1.29310 0.25 -0.28 0.05
O -3.76289 -0.27379 2.00801 1.49 -0.54 0.05
O -4.29761 -3.70368 7.92941 1.92 0.26 -1.45
O -1.59438 -0.79303 1.69967 -1.15 0.09 0.12
O 0.52080 0.36790 -0.51388 -0.52 0.24 -1.79
O -2.20866 -4.34286 7.73486 -1.71 1.21 -0.85
O 0.29311 2.70572 -5.43077 -0.10 0.30 -1.09
N -3.20643 -3.70867 7.32285 -0.24 -2.07 3.30
C -0.76261 3.09865 -6.34081 -0.55 0.47 0.23
C 1.79055 -0.19459 2.98989 -0.47 0.90 0.01
C -0.28174 0.31894 -1.80079 -0.38 -0.37 0.70
C -4.00006 -1.61420 4.37187 0.24 0.03 -0.13
C 1.82184 -2.22026 0.88145 -0.50 -0.56 -0.61
C -1.68282 -2.30158 4.26260 -0.24 0.18 -0.24
C 0.48970 -0.01139 3.56532 0.59 0.61 -0.35
C -0.30126 -3.02449 1.31812 0.85 -0.54 -0.01
C -2.74683 -0.83113 2.38579 -0.82 0.59 -0.23
C -1.82384 -2.99965 5.45250 -0.74 -0.05 0.54
C -0.20628 -2.78946 -0.07877 0.25 0.20 0.64
C 1.08995 -2.30291 -0.35181 0.56 -0.67 0.82
C 2.94049 0.10617 -1.17463 0.43 -0.19 -0.01
C -3.06884 -2.98030 6.11099 0.19 1.05 -2.01
C 1.55474 3.00885 -6.04814 0.60 -0.26 0.13
C 1.90829 2.35815 -1.01271 0.00 0.22 0.07
C 1.95138 0.77363 1.95939 -0.64 0.23 0.69
C 0.90421 0.67972 -2.66637 0.09 -0.05 0.61
C -0.16560 3.38005 -7.73317 0.37 -0.67 0.33
C 1.32428 3.65517 -7.42976 -0.38 0.29 0.47
C 1.67280 0.90337 -1.35137 0.80 0.43 0.10
C -4.16557 -2.28230 5.57159 0.78 -0.62 0.58
C -2.76828 -1.60530 3.68589 -0.03 -0.35 0.69
C -0.13915 1.08578 2.90267 1.13 0.29 -0.14
C 0.74692 1.56542 1.89813 0.25 -0.44 1.24
C 0.95521 -2.70657 1.92803 -0.48 -0.17 -1.10
H -1.15472 -3.46721 1.83028 0.25 0.38 -0.17
H -1.24598 4.02053 -5.95619 0.26 -0.41 -0.04
H 0.11077 -0.49242 4.46129 0.04 -0.06 -0.44
H 1.99176 3.23442 -8.18398 -0.09 0.13 0.09
H 1.49610 4.73647 -7.35866 0.04 -0.26 -0.11
H -0.65497 4.22548 -8.22244 0.05 -0.19 0.07
H 2.59226 2.79650 -1.75238 -0.21 -0.16 0.12
H 2.86611 -1.94198 0.98821 -0.32 -0.13 -0.04
H 1.50241 -2.18290 -1.35621 -0.35 0.31 0.58
H -0.96535 -3.01856 -0.82283 0.07 0.25 0.29
H 2.87957 0.99985 1.44464 -0.39 -0.27 0.07
H -0.69392 -0.68242 -1.94413 -0.10 0.22 0.13
H 1.29326 -0.16273 -3.24305 -0.07 0.22 -0.01
H 3.76398 0.60887 -1.69771 -0.25 -0.01 0.03
H -0.25663 2.49227 -8.37521 -0.05 0.28 0.15
H -1.00619 -3.56972 5.89900 -0.29 0.29 -0.21
H -0.69176 -2.30472 3.81678 -0.49 -0.01 -0.10
H 0.58281 2.44882 1.29081 -0.06 -0.42 0.01
H -5.11518 -2.29092 6.10142 0.23 0.02 -0.14
H 2.12576 3.67164 -5.37668 -0.20 -0.15 -0.21
H -1.07967 1.55518 3.17358 0.04 -0.38 -0.24
H -1.52943 2.30870 -6.35239 0.33 0.19 0.00
H -1.05731 1.08309 -1.74301 -0.02 -0.22 0.03
H 3.23213 0.02967 -0.12061 -0.08 -0.02 -0.45
H 0.96595 2.91722 -1.04287 0.21 -0.01 0.05
H 2.86212 -0.89543 -1.59297 0.12 0.14 0.04
H 2.13355 2.07267 -6.14964 -0.26 0.23 0.07
H 1.22859 -2.90787 2.95416 -0.02 0.12 -0.13
H 2.38293 2.46064 -0.02719 -0.19 0.10 -0.35
H -4.85670 -1.08529 3.97737 0.19 0.04 -0.24
H 2.55593 -0.88993 3.32611 -0.32 0.14 -0.15
H 0.75754 1.56476 -3.28460 0.11 -0.13 -0.06
```
Forces are in eV/Å.